{"formula": "C7H8", "method": "ωB97M-V with the def2-TZVPD basis set", "homo_lumo_gap_ev": 9.7, "smiles": "C[C@@]12[C@@H]3[C@H]4[C@@H]3[C@@H]1[C@H]42", "e_tot_ha": -271.32186, "de_lowest_kj_mol": 550.3, "homo_ev": -8.50, "species": ["H", "H", "H", "C", "C", "H", "H", "H", "C", "H", "C", "C", "C", "H", "C"], "coordinates": [[1.210, 0.565, 1.566], [-1.381, 1.212, 1.695], [-1.182, -1.325, 1.041], [-0.391, 0.522, -0.099], [0.356, -1.481, -0.727], [-2.373, 1.500, 0.286], [0.743, -0.237, -2.549], [2.574, -0.763, -0.596], [-0.402, -0.874, 0.438], [0.379, -2.506, -1.070], [-1.332, 1.514, 0.625], [0.790, 0.069, 0.699], [0.470, -0.188, -1.481], [-0.982, 2.551, 0.646], [1.520, -0.559, -0.473]], "mulliken_charge": [0.461, 0.334, 0.458, 0.287, -0.475, 0.321, 0.375, 0.445, -0.410, 0.446, -1.310, -0.408, -0.373, 0.314, -0.466]}

---

{"formula": "C7H8", "method": "ωB97M-V with the def2-TZVPD basis set", "homo_lumo_gap_ev": 9.4, "e_tot_ha": -271.27825, "de_lowest_kj_mol": 664.8, "homo_ev": -9.44, "species": ["H", "H", "C", "C", "H", "C", "C", "C", "H", "C", "H", "H", "C", "H", "H"], "coordinates": [[-2.376, 1.367, -1.866], [1.522, -1.875, 0.255], [0.341, -0.116, 0.121], [-1.868, -0.627, 1.689], [0.165, -2.016, -0.883], [1.292, 0.900, 0.710], [0.946, -1.348, -0.507], [-0.837, 0.394, -0.490], [0.742, 1.740, 1.143], [-0.840, -0.400, 0.980], [-2.567, 0.509, -0.227], [1.959, 1.260, -0.076], [-1.945, 0.845, -1.020], [1.867, 0.413, 1.499], [1.599, -1.045, -1.329]], "mulliken_charge": [0.348, 0.344, 2.056, -0.806, 0.388, -1.356, -1.357, -0.516, 0.387, -0.160, 0.274, 0.353, -0.653, 0.344, 0.353]}

---

{"formula": "C7H8", "method": "ωB97M-V with the def2-TZVPD basis set", "homo_lumo_gap_ev": [8.0, 8.1], "e_tot_ha": -271.16591, "de_lowest_kj_mol": 959.7, "homo_ev": [-9.27, -9.51], "species": ["H", "H", "H", "C", "H", "C", "H", "H", "C", "H", "C", "C", "C", "H", "C"], "coordinates": [[-0.944, -1.780, 0.408], [-1.587, -0.947, -1.511], [-0.279, -0.747, 1.838], [2.921, -0.163, -0.238], [-1.075, 0.609, -2.005], [-0.106, 1.644, 0.389], [-0.516, 2.464, 0.974], [-2.604, 0.640, -1.170], [3.961, -0.432, 0.223], [-2.111, -0.853, 1.297], [-0.786, 0.206, -0.001], [-1.556, 0.092, -1.261], [0.652, 0.758, -0.129], [5.040, -0.598, 0.194], [-1.011, -0.893, 0.991]], "mulliken_charge": [0.329, 0.402, 0.348, -0.592, 0.413, -0.071, 0.384, 0.264, 0.046, 0.320, 0.909, -1.353, -0.518, 0.308, -1.190]}